*w*
6
Properties=species:S:1:pos:R:3 method="wB97M-V/def2-TZVPD" homo_lumo_gap_ha=0.327 lumo_ha=-0.0350 e_homo_ev=-9.84
C 1.40 -1.74 -0.20
O 2.11 -1.20 -0.95
I -0.17 -2.96 -0.92
I -1.80 3.41 0.29
I 1.48 -1.60 1.95
H -3.02 4.09 -0.17



*x*
6
Properties=species:S:1:pos:R:3 method="wB97M-V/def2-TZVPD" smiles="O=CI.II" homo_lumo_gap_ha=0.281 lumo_ha=-0.0714 e_homo_ev=-9.60
C -0.28 0.93 -0.59
O -0.46 1.20 -1.73
I -1.73 1.61 1.02
I -0.76 -2.34 -1.53
I -3.32 -2.86 -1.00
H 0.36 0.24 -0.05



Stability summary: most stable *x*, least stable *w*.



*w*
14
Properties=species:S:1:pos:R:3 method="wB97M-V/def2-TZVPD" smiles="C#CC/C=[NH+]/C" homo_lumo_gap_ha=0.349 lumo_ha=-0.1861 e_homo_ev=-14.55 charge=+1
C 2.35 -0.07 0.05
C 3.15 -0.97 0.02
C 1.45 1.07 0.00
C 0.05 0.82 0.04
C -1.99 -0.70 -0.01
N -0.57 -0.34 -0.04
H -0.14 -1.12 -0.41
H 1.62 1.84 0.92
H 1.63 1.66 -0.91
H -0.59 1.68 0.26
H -2.65 0.29 -0.22
H -2.10 -1.58 -0.71
H -2.44 -1.09 0.93
H 3.99 -1.60 -0.05



*x*
14
Properties=species:S:1:pos:R:3 method="wB97M-V/def2-TZVPD" smiles="C=CC(C)=[N+]=C" homo_lumo_gap_ha=0.360 lumo_ha=-0.1829 e_homo_ev=-14.77 charge=+1
C -1.85 1.15 1.53
C 0.95 -1.91 -0.51
C 0.11 -1.21 0.32
C -0.05 0.25 0.17
C 0.63 0.92 -0.97
N -1.06 0.65 0.74
H -1.54 1.77 2.29
H -2.81 0.91 1.45
H 0.86 -2.97 -0.40
H 1.83 -1.44 -1.10
H -0.55 -1.67 1.14
H 1.29 1.68 -0.41
H -0.18 1.47 -1.63
H 1.14 0.27 -1.68



*y*
14
Properties=species:S:1:pos:R:3 method="wB97M-V/def2-TZVPD" smiles="CC1=[N+]2C[C@]12C" homo_lumo_gap_ha=0.412 lumo_ha=-0.1806 e_homo_ev=-16.12 charge=+1
C 0.71 0.19 -0.46
C -1.26 0.99 -0.87
C -0.55 0.28 0.20
C 2.06 -0.19 -0.26
C -1.10 -0.61 1.21
N -0.14 0.15 -1.47
H -2.27 0.68 -1.07
H -1.05 2.00 -1.16
H 2.38 -0.82 -1.06
H 2.14 -0.76 0.70
H 2.67 0.76 -0.35
H -1.56 -1.47 0.76
H -1.80 -0.17 1.95
H -0.23 -1.04 1.88



Stability summary: most stable *x*, least stable *y*.



*w*
17
Properties=species:S:1:pos:R:3 method="wB97M-V/def2-TZVPD" smiles="O=C=C1SC=CC12[C@@H](O)[C@@H]2O" homo_lumo_gap_ha=0.286 lumo_ha=0.0095 e_homo_ev=-7.51
C 0.42 1.44 -0.27
C -0.18 2.33 0.49
C -0.05 0.06 -0.05
C -1.41 0.21 0.71
C -2.34 -0.64 1.04
C 0.36 -1.01 -1.06
C 1.20 -0.88 0.20
O -3.15 -1.43 1.36
O 0.79 -0.77 -2.36
O 1.05 -1.77 1.22
S -1.54 1.81 1.39
H 1.37 1.84 -0.74
H -0.04 3.34 0.48
H -0.33 -1.89 -1.26
H 2.12 -0.32 0.20
H 1.58 -0.28 -2.51
H 0.17 -2.06 1.16



*x*
17
Properties=species:S:1:pos:R:3 method="wB97M-V/def2-TZVPD" smiles="O=C1c2sccc2[C@@H](O)[C@@H]1O" homo_lumo_gap_ha=0.339 lumo_ha=-0.0119 e_homo_ev=-9.54
C -1.55 -1.31 0.40
C -2.82 -0.88 0.10
C -0.66 -0.23 0.28
C -1.26 1.00 0.02
C -0.42 2.18 -0.17
C 0.84 -0.08 0.31
C 0.94 1.57 -0.21
O -0.63 3.36 -0.25
O 1.53 -0.92 -0.49
O 1.99 2.25 0.51
S -2.94 0.80 -0.13
H -1.28 -2.42 0.65
H -3.79 -1.56 0.00
H 1.33 -0.19 1.24
H 1.17 1.50 -1.28
H 1.04 -0.89 -1.40
H 1.38 2.79 1.09



Stability summary: most stable *x*, least stable *w*.



*w*
20
Properties=species:S:1:pos:R:3 method="wB97M-V/def2-TZVPD" homo_lumo_gap_ha=0.328 lumo_ha=0.0208 e_homo_ev=-8.36
C -1.07 -1.69 1.13
C -1.63 0.69 1.45
C 0.06 -0.04 -0.01
C 0.70 -0.86 -0.90
C 1.56 -0.02 -1.76
C 0.66 1.37 -0.21
H -0.08 -2.25 1.39
H -1.51 -2.07 0.19
H -1.84 -1.94 1.95
H -2.17 1.12 0.36
H -0.89 1.58 1.82
H -2.41 0.71 2.43
H 0.46 -1.83 -1.08
H 2.51 -1.23 -2.64
H 1.73 2.13 -1.69
H 1.28 1.54 0.82
H -0.32 2.09 -0.15
N -0.65 -0.33 1.15
N 2.38 -0.29 -2.74
N 1.22 1.32 -1.51



*x*
20
Properties=species:S:1:pos:R:3 method="wB97M-V/def2-TZVPD" homo_lumo_gap_ha=0.312 lumo_ha=0.0109 e_homo_ev=-8.21
C -2.59 -0.95 -0.67
C -1.92 0.16 0.45
C 0.06 1.22 -0.40
C 1.32 1.61 0.23
C 0.48 -0.78 0.75
C 2.20 -0.81 -0.54
H -1.94 -1.83 -0.86
H -2.96 -0.11 -1.55
H -3.62 -1.38 -0.03
H -2.01 1.46 0.13
H -2.26 0.00 1.64
H -0.59 1.53 -1.32
H 1.70 2.67 0.05
H 1.60 0.99 1.17
H 0.04 -1.30 1.74
H 1.70 -0.84 -1.52
H 4.00 -0.28 0.49
N -0.42 0.12 0.15
N 1.74 -1.03 0.67
N 3.47 -0.45 -0.58



Stability summary: most stable *w*, least stable *x*.



*w*
66
Properties=species:S:1:pos:R:3 method="wB97M-V/def2-TZVPD" homo_lumo_gap_ha="0.225 / 0.258" s2=2.015 multiplicity=3 lumo_ha="0.1042 / 0.1041" e_homo_ev="-3.28 / -4.20" charge=-1
W 0.32 0.63 0.01
C 2.29 -1.25 1.38
N 0.05 0.44 2.07
C -0.63 -0.76 2.51
C -2.06 -0.77 2.03
N -2.19 -0.63 0.57
C -1.81 -1.90 -0.08
C -3.54 -0.31 0.20
C -4.62 -0.50 1.07
C -5.91 -0.18 0.67
C -6.15 0.33 -0.59
C -5.09 0.48 -1.47
C -3.79 0.17 -1.09
S -1.40 2.31 -1.18
C 0.68 1.23 3.00
C 1.01 0.87 4.32
C 1.69 1.76 5.14
C 2.08 3.01 4.68
C 1.78 3.37 3.37
C 1.09 2.50 2.54
S 0.59 2.89 0.90
H 1.90 -1.24 2.41
H 3.05 -0.46 1.35
H 2.80 -2.21 1.22
H -0.67 -0.83 3.60
H -0.11 -1.66 2.16
H -2.57 0.08 2.49
H -2.54 -1.70 2.37
H -2.52 -2.70 0.18
H -0.80 -2.18 0.22
H -1.79 -1.77 -1.16
H -4.47 -0.90 2.06
H -6.73 -0.34 1.37
H -7.15 0.60 -0.90
H -5.26 0.87 -2.47
H 0.76 -0.10 4.70
H 1.94 1.46 6.15
H 2.62 3.69 5.32
H 2.07 4.34 2.99
C 1.44 -3.95 -2.86
C 0.49 -3.31 -2.04
N 0.71 -2.01 -1.98
N 1.78 -1.78 -2.75
C 2.25 -2.93 -3.29
B 2.24 -0.34 -3.04
N 2.93 0.41 -1.85
C 4.23 0.73 -1.88
C 4.54 1.49 -0.77
C 3.32 1.62 -0.10
N 2.36 0.97 -0.75
N 0.98 0.47 -3.36
C 0.43 1.09 -4.39
C -0.69 1.77 -3.99
C -0.80 1.52 -2.60
N 0.20 0.69 -2.27
H 1.52 -5.00 -3.09
H -0.32 -3.75 -1.48
H 3.10 -2.92 -3.95
H 3.03 -0.36 -3.95
H 4.84 0.40 -2.70
H 5.49 1.91 -0.50
H 3.10 2.14 0.81
H 0.90 1.02 -5.36
H -1.34 2.36 -4.61
H -2.96 0.20 -1.76
O 1.31 -1.07 0.41



*x*
66
Properties=species:S:1:pos:R:3 method="wB97M-V/def2-TZVPD" homo_lumo_gap_ha="0.194 / 0.198" s2=2.013 multiplicity=3 lumo_ha="0.0891 / 0.0887" e_homo_ev="-2.86 / -2.97" charge=-1
W 0.54 -0.20 -0.61
C 1.32 0.84 1.82
N 0.59 1.68 0.95
C -0.83 1.84 1.36
C -1.89 1.62 0.28
N -1.74 0.45 -0.63
C -2.03 -0.88 -0.10
C -2.54 0.53 -1.85
C -3.85 1.00 -1.79
C -4.62 1.06 -2.95
C -4.04 0.64 -4.15
C -2.74 0.19 -4.20
C -1.94 0.13 -3.04
S -0.31 -0.43 -3.04
C 1.42 2.81 0.56
C 1.71 3.77 1.52
C 2.52 4.85 1.22
C 3.03 4.95 -0.08
C 2.72 4.00 -1.04
C 1.89 2.90 -0.75
S 1.39 1.79 -1.98
H 1.18 0.85 2.91
H 0.80 -0.73 1.06
H 3.27 0.93 1.33
H -0.99 1.18 2.21
H -0.99 2.87 1.70
H -2.85 1.61 0.79
H -1.87 2.47 -0.41
H -3.98 -1.28 0.21
H -1.64 -1.74 -0.76
H -1.11 -0.77 1.44
H -4.27 1.33 -0.85
H -5.63 1.42 -2.91
H -4.62 0.68 -5.06
H -2.30 -0.12 -5.14
H 1.32 3.64 2.52
H 2.77 5.58 1.97
H 3.68 5.78 -0.34
H 3.11 4.09 -2.04
C 2.00 -4.20 -2.32
C 1.61 -2.89 -2.60
N 1.22 -2.27 -1.50
N 1.34 -3.17 -0.48
C 1.79 -4.34 -0.97
B 0.98 -2.98 1.06
N 1.83 -1.88 1.81
C 2.72 -1.70 2.87
C 3.23 -0.44 3.14
C 3.10 0.88 2.43
N 1.82 -0.53 1.37
N -0.51 -2.64 1.17
C -1.64 -3.26 1.68
C -2.88 -2.74 1.51
C -2.99 -1.40 0.95
N -0.75 -1.38 0.63
H 2.38 -4.94 -3.01
H 1.60 -2.35 -3.53
H 1.94 -5.18 -0.31
H 1.18 -4.03 1.61
H 3.00 -2.55 3.48
H 3.86 -0.40 4.02
H 3.56 1.82 2.74
H -1.49 -4.22 2.14
H -3.76 -3.25 1.88
H -4.05 -0.56 0.65
O 2.45 -0.75 -0.54



Stability summary: most stable *w*, least stable *x*.



*w*
16
Properties=species:S:1:pos:R:3 method="wB97M-V/def2-TZVPD" smiles="C=CN.C=CN" homo_lumo_gap_ha=0.346 lumo_ha=0.0397 e_homo_ev=-8.34
C -0.18 -2.43 -0.23
C 1.07 -2.06 -0.50
N 1.77 -1.01 0.07
H -0.80 -1.89 0.47
H -0.62 -3.17 -0.87
H 1.57 -2.45 -1.38
H 1.37 -0.14 0.36
H 2.78 -1.06 0.08
C -0.87 2.27 -0.97
C -0.79 1.41 0.03
N -0.99 1.72 1.38
H -1.24 3.28 -0.91
H -0.81 2.00 -2.02
H -0.76 0.34 -0.11
H -1.64 2.47 1.57
H -1.30 0.93 1.93



*x*
16
Properties=species:S:1:pos:R:3 method="wB97M-V/def2-TZVPD" smiles="C=CN.C=CN" homo_lumo_gap_ha=0.344 lumo_ha=0.0351 e_homo_ev=-8.41
C -0.21 -0.99 -2.89
C -0.20 -0.26 -1.77
N -0.68 1.07 -1.85
H -1.02 -0.94 -3.60
H 0.48 -1.82 -3.02
H 0.32 -0.54 -0.87
H -0.13 1.66 -2.45
H -0.71 1.54 -0.95
C -0.70 -0.60 1.79
C 0.26 0.31 1.88
N 1.20 0.38 2.93
H -1.56 -0.36 1.17
H -0.68 -1.56 2.29
H 0.27 1.15 1.19
H 1.90 -0.35 2.96
H 1.47 1.31 3.19



*y*
16
Properties=species:S:1:pos:R:3 method="wB97M-V/def2-TZVPD" smiles="C=NC.C=NC" homo_lumo_gap_ha=0.372 lumo_ha=0.0347 e_homo_ev=-9.18
C -1.70 -0.03 -1.34
C -3.19 -1.50 -2.36
N -2.83 -0.29 -2.24
H -1.73 1.00 -1.02
H -0.79 -0.39 -1.81
H -1.84 -0.71 -0.47
H -3.62 -1.87 -3.29
H -2.94 -2.18 -1.54
C 2.40 -0.18 1.29
C 2.15 1.92 2.32
N 1.61 0.96 1.71
H 2.05 -1.03 1.86
H 3.47 -0.06 1.49
H 2.17 -0.44 0.25
H 1.60 2.50 3.06
H 3.17 2.28 2.09



Stability summary: most stable *w*, least stable *y*.



*w*
16
Properties=species:S:1:pos:R:3 method="wB97M-V/def2-TZVPD" smiles="[H]/N=N/[H].C=C(C)C" homo_lumo_gap_ha=0.362 lumo_ha=0.0351 e_homo_ev=-8.91
C 0.63 -0.25 0.38
C -0.60 -0.42 0.93
C 1.38 -1.39 -0.24
C 1.36 1.06 0.49
N -2.13 0.36 -1.44
N -2.86 1.08 -0.73
H -1.11 0.55 -1.32
H -3.87 0.89 -0.84
H -1.09 -1.39 0.93
H -1.06 0.37 1.52
H 2.10 -1.81 0.48
H 0.65 1.90 0.59
H 2.03 1.06 1.35
H 0.70 -2.20 -0.54
H 1.93 -1.07 -1.13
H 1.95 1.25 -0.41



*x*
16
Properties=species:S:1:pos:R:3 method="wB97M-V/def2-TZVPD" smiles="N/C=C/CCN" homo_lumo_gap_ha=0.337 lumo_ha=0.0410 e_homo_ev=-8.05
C 0.02 -1.41 1.06
C -0.13 -0.92 -0.37
C 0.19 0.58 -0.44
C -0.52 1.39 -1.26
N -0.54 2.78 -1.17
N 1.38 -1.71 1.56
H -0.66 -0.75 1.69
H -0.51 -2.27 1.24
H -1.28 -0.90 -0.43
H 0.34 -1.71 -1.07
H 0.95 0.86 0.34
H -1.41 1.08 -1.79
H 0.13 3.29 -0.50
H -1.45 3.24 -1.12
H 1.97 -0.95 1.14
H 1.53 -2.60 1.12



*y*
16
Properties=species:S:1:pos:R:3 method="wB97M-V/def2-TZVPD" homo_lumo_gap_ha="0.304 / 0.304" lumo_ha="0.0252 / 0.0253" e_homo_ev="-7.58 / -7.59"
C -0.25 -0.19 -0.69
C 0.67 0.14 2.32
C -0.97 1.10 -0.53
C 0.16 -0.64 -2.05
N 1.02 -0.18 0.95
N -0.03 -0.99 0.37
H 0.23 -1.96 0.21
H 1.57 0.55 2.80
H 0.32 -0.74 2.88
H -0.12 0.91 2.42
H -0.41 1.92 -0.98
H -0.06 -1.71 -2.19
H -1.17 1.34 0.51
H -1.93 1.04 -1.06
H 1.25 -0.54 -2.12
H -0.30 -0.06 -2.85



Stability summary: most stable *x*, least stable *y*.



*w*
16
Properties=species:S:1:pos:R:3 method="wB97M-V/def2-TZVPD" smiles="[H]/N=C(/CC)NC" homo_lumo_gap_ha=0.362 lumo_ha=0.0327 e_homo_ev=-8.97
C -0.59 0.13 -1.30
C 0.93 -1.24 1.75
C -1.43 1.39 -1.18
N 0.06 -0.52 0.85
C 0.55 0.14 -0.33
N 1.77 0.21 -0.70
H -0.83 -0.25 1.26
H 2.40 -0.05 0.06
H -0.22 -0.01 -2.32
H -1.14 -0.69 -0.58
H 1.34 -2.12 1.23
H 0.39 -1.55 2.64
H 1.77 -0.62 2.08
H -2.13 1.47 -2.03
H -2.02 1.40 -0.26
H -0.82 2.30 -1.18



*x*
16
Properties=species:S:1:pos:R:3 method="wB97M-V/def2-TZVPD" homo_lumo_gap_ha=0.344 lumo_ha=0.0384 e_homo_ev=-8.31
C 1.17 1.13 -0.57
C 1.99 0.32 0.13
C -2.27 0.53 -0.28
N -1.20 0.00 -1.12
C 0.67 -1.60 0.90
N 1.25 -2.07 1.82
H -1.59 -0.65 -1.80
H 1.25 -2.45 2.74
H 1.05 1.03 -1.63
H 0.91 2.11 -0.17
H 2.55 -0.46 -0.38
H 2.42 0.62 1.08
H -0.57 -0.57 -0.55
H -2.81 -0.23 0.29
H -1.85 1.23 0.45
H -2.98 1.09 -0.90



*y*
16
Properties=species:S:1:pos:R:3 method="wB97M-V/def2-TZVPD" smiles="C=NC.C=NC" homo_lumo_gap_ha=0.291 lumo_ha=0.0045 e_homo_ev=-7.81
C 0.98 0.72 -2.20
C 2.41 0.91 -0.16
N 1.54 0.36 -0.95
H 1.73 1.21 -2.75
H 0.44 -0.11 -2.71
H 0.26 1.49 -2.07
H 3.52 0.63 -0.16
H 2.08 1.64 0.49
C -0.42 -1.11 1.05
C -2.74 -0.10 1.39
N -1.96 -0.98 0.94
H -0.24 -1.84 2.08
H -0.08 -1.74 0.21
H 0.09 -0.08 1.23
H -3.79 -0.11 1.21
H -2.51 0.74 1.99



*z*
16
Properties=species:S:1:pos:R:3 method="wB97M-V/def2-TZVPD" smiles=CN[C@@H]1C[C@H]1N homo_lumo_gap_ha=0.364 lumo_ha=0.0433 e_homo_ev=-8.74
C -2.36 0.00 0.10
C -0.01 -0.16 0.34
C 0.63 1.13 -0.10
C 1.29 -0.16 -0.39
H -3.22 -0.47 -0.32
H -2.44 -0.03 1.21
H -2.42 1.08 -0.18
H -1.21 -1.67 -0.26
H 0.02 -0.30 1.44
H 0.13 1.68 -0.94
H 1.06 1.79 0.67
H 1.12 -0.45 -1.44
H 3.28 0.05 -0.31
H 2.75 -1.41 0.28
N -1.16 -0.65 -0.36
N 2.53 -0.42 0.25



Stability summary: most stable *z*, least stable *y*.